1.
9
Properties=species:S:1:pos:R:3:mulliken_charge:R:1 method="wB97M-V/def2-TZVPD" spin_multiplicity=1 e_above_lowest_kcal_mol=52.2 homo_ev=-9.257 total_energy_ha=-1041.4081
N 0.99044 0.56260 0.83268 -0.3161
H -1.53025 1.44848 -1.64629 0.3007
H -1.38677 -0.28389 -1.23566 0.2484
O 1.62754 -1.31044 2.38424 -0.4054
S 1.25423 -0.94244 1.09748 0.9818
H -1.41252 0.84070 0.23636 0.2842
C -1.28205 0.77316 -0.84199 -0.7137
S 0.61828 0.88305 -0.90480 0.0299
O 1.12109 -1.97123 0.07799 -0.4098

***

2.
9
Properties=species:S:1:pos:R:3:mulliken_charge:R:1 method="wB97M-V/def2-TZVPD" spin_multiplicity=1 e_above_lowest_kcal_mol=13.5 total_charge=-1 homo_ev=-4.544 smiles="C#C[C@H](Br)C(=O)[O-]" total_energy_ha=-2878.0961
H 1.54561 0.33171 0.96173 0.2568
O -0.96351 1.11939 1.90385 -0.6963
Br 0.92952 -2.06171 0.46958 -0.1711
C 0.49558 -0.22119 0.44027 0.0237
H 0.15581 0.85773 -3.09423 0.4996
C 0.41806 0.25439 -0.97929 -0.9465
C 0.26508 0.47931 -2.14596 0.1159
O -1.86874 -0.80297 1.18087 -0.6528
C -0.97742 0.04333 1.26316 0.5708

***

3.
40
Properties=species:S:1:pos:R:3:mulliken_charge:R:1 method="wB97M-V/def2-TZVPD" spin_multiplicity=1 e_above_lowest_kcal_mol=26.2 homo_ev=-9.973 total_energy_ha=-39509.4909
C -15.30203 0.87955 35.11286 -0.1562
Br -8.75473 1.79190 34.33380 -0.0012
Br -9.55178 3.15672 37.29942 -0.0624
Br -11.41675 4.10965 31.91006 0.1375
Br -12.21740 1.03766 32.91390 -0.0055
Br -8.76157 5.11692 29.36606 0.0533
C -17.46843 2.03617 36.01149 -0.5979
C -7.89672 0.48752 29.07647 -0.3976
Br -14.24922 2.77396 31.17198 -0.0024
Br -13.31979 4.19762 25.32382 -0.0246
Br -11.74593 3.11852 28.13344 0.1406
H -6.93807 0.51153 29.59466 0.3633
H -15.32511 -0.49052 36.88490 0.3886
O -16.49568 2.95118 33.66040 -0.6072
H -14.84899 1.06418 37.29068 0.3096
C -8.97832 6.19454 31.03280 -0.5080
H -17.86411 2.99093 36.35786 0.4471
S -16.03543 2.53482 34.96725 1.0293
H -10.04504 6.41548 31.07023 0.4055
H -14.28361 0.99677 34.74246 -0.1779
Br -8.28825 -1.28316 28.38993 -0.0264
H -17.63074 0.13891 37.10821 0.3261
H -11.04121 2.56154 35.17113 0.3404
Br -9.30050 1.09640 30.41658 0.1663
H -11.87085 2.01003 30.55954 0.0339
Br -8.19890 5.13497 32.53818 0.0485
C -13.42305 3.09065 26.94868 -0.4150
H -18.21720 1.49211 35.43578 0.2702
C -16.93373 0.96850 36.98963 -0.6593
Br -7.68381 1.64438 27.56305 -0.0176
Br -13.83937 1.16195 26.61771 -0.0230
Br -8.02015 7.90986 30.96081 -0.0586
C -15.53931 0.54613 36.62494 -0.5733
H -15.84728 0.25203 34.40786 0.3737
C -12.33273 2.37080 31.47857 -0.1994
H -16.98802 1.36131 38.00494 0.2747
C -10.22840 2.05760 35.69408 -0.2860
H -14.19797 3.52309 27.58160 0.3515
O -15.13505 3.37970 35.76091 -0.6382
Br -10.83487 0.35185 36.30194 -0.0225

***

4.
120
Properties=species:S:1:pos:R:3:mulliken_charge:R:1 method="wB97M-V/def2-TZVPD" spin_multiplicity=1 homo_ev=-8.886 total_energy_ha=-8313.1516
O 2.67760 5.16976 1.46897 -0.6139
H 5.73179 1.20151 1.56038 0.4190
F 0.47346 -5.42498 -0.78258 -0.2424
C -0.45115 1.28688 -4.28038 -0.7366
H 4.04923 -2.03418 3.29901 0.7540
C 5.67118 3.70206 0.16530 -0.8333
S 1.72231 -6.82005 2.20548 1.0536
Li -1.44223 -0.26349 2.89515 0.8074
C 2.17798 -1.47067 6.18828 -0.5708
H 3.60800 0.61295 0.11604 0.5215
C 0.58455 4.41696 0.03533 -0.1017
H 1.35112 -2.17215 6.29925 0.2073
O -3.43774 -4.06595 4.83902 -0.5237
C 4.87982 1.86484 1.70954 -0.7153
S -2.46867 -3.37925 4.01227 0.8081
H -3.71793 3.60712 -1.01632 0.1854
H -7.21270 2.96850 -2.66768 0.4612
H -1.32006 5.29894 -0.84719 0.2582
C -0.85370 5.05858 0.10824 -0.3469
O -2.01040 -5.91571 -5.47295 -0.6731
O -1.93560 0.11789 -0.48119 -0.3629
C 3.46717 -2.10567 6.45668 -0.6987
F -2.53948 -2.08471 0.29709 -0.2692
C -0.66797 6.40198 0.75919 -0.8252
O 0.66472 2.97487 -7.10789 -0.6533
O 3.59935 3.19134 -1.60979 -0.5410
S 1.44947 2.32057 -6.03559 1.1173
H 4.14509 -1.25303 6.49605 0.3202
C 3.86243 -3.03810 5.35734 -0.8453
H -3.43747 -3.67448 -2.09192 0.0879
C 3.79428 1.56676 0.60964 0.5262
H -1.28745 -3.53968 -3.45422 0.3186
H -0.34057 5.99394 2.93890 0.3714
C -2.23788 -3.72024 -3.95640 -0.6175
H 4.60147 3.92325 2.08368 -0.0169
S 1.27793 4.81348 1.69425 1.0829
H -4.95814 -3.13957 -4.45972 0.2860
S 0.73646 -0.12685 0.81561 0.4319
S 2.15732 -1.11645 4.40486 0.6120
N -0.63035 -1.11518 1.35275 0.0312
H 3.52402 -2.48435 7.47722 0.3832
C -5.15735 3.69863 -3.33848 -0.9517
H -3.44873 -2.17171 -2.99543 0.4107
C 3.34636 -2.52173 3.97456 -0.1903
H -2.33567 -3.20177 -4.91019 0.3366
O 1.22132 0.05095 -0.56053 -0.3573
O 1.06422 -3.84990 0.86017 -0.6933
O 2.80803 0.16386 4.20576 -0.6507
S -0.72611 -4.55884 5.01174 0.9106
H 0.76149 7.11308 2.19803 0.4095
O 2.82159 1.95511 -6.29489 -0.6235
H -1.61247 6.92343 0.91450 0.4190
H -1.25942 1.74519 -4.85022 0.1116
C 1.23156 3.23363 -4.43998 -0.7994
N -1.20477 -4.01874 3.43818 -0.0553
C -3.85879 2.72098 -1.63520 0.3577
F -3.10491 -3.48631 2.48915 -0.2918
O 2.53572 -5.82960 2.93292 -0.5508
S -5.49808 1.99329 -1.31186 1.1035
C -4.67793 -3.86466 -3.69564 -0.7445
H 3.40964 -4.01321 5.53689 0.2585
S 4.59514 2.48789 -0.81863 1.0675
H -5.34360 3.98655 -4.37313 0.4170
C -3.75400 3.16493 -3.05112 -0.4849
H -0.08508 7.02223 0.07829 0.3488
H -4.88471 -6.11197 -4.11010 0.4355
C 5.42025 3.31380 1.70123 -0.3455
H -2.94100 3.81894 -3.36638 0.3977
H 0.06645 0.34801 -6.40525 0.5173
H -3.58576 2.32430 -3.72427 0.1620
O -2.23365 -6.21292 -2.96816 -0.5687
H 4.91632 -3.30024 5.45068 0.4674
S -1.28815 -1.12788 -0.02899 0.6492
S -2.54583 -5.48050 -4.18834 1.0520
H 2.25384 3.55712 -4.24402 0.3881
O -0.79816 -3.59270 6.17474 -0.5611
H 2.16372 -0.50545 6.69450 0.5206
H -3.09763 1.96859 -1.42869 -0.2120
O -2.31916 -1.93701 4.16393 -0.6499
H 2.86959 2.11812 0.78007 -0.9573
H 1.14510 0.05790 -5.04922 0.3632
H 6.22788 3.59708 2.37621 0.4632
O -5.98088 2.63867 -0.11568 -0.6714
O -0.83585 -5.97811 5.21952 -0.5421
O 5.55238 1.59424 -1.51259 -0.6735
O -0.55441 -1.94651 -1.05578 -0.4554
F 0.85561 -4.30771 4.68035 -0.2631
H -0.28953 2.99333 -2.96051 -0.1144
C 0.40449 2.37191 -3.52643 0.6589
H -5.26323 4.63460 -2.78998 0.3497
C -4.36619 -5.19116 -4.37721 -0.6545
H -1.51289 4.42752 0.70433 0.2304
C 0.44857 0.77765 -5.47925 -0.9254
H 0.64139 3.33702 -0.10102 -0.2767
F 1.85372 -1.06707 1.43424 -0.0799
Li -0.17856 -2.85682 2.18462 1.2646
C -3.43272 -3.25670 -3.09866 -0.3291
O 0.87988 3.70362 2.55263 -0.6312
O 2.69547 -5.58409 -0.10805 -0.5489
Li 0.63475 1.99102 3.54772 0.8733
H 6.63795 3.58831 -0.32512 0.4439
O 2.41439 -8.02760 1.63318 -0.6398
H 0.97591 1.89421 -2.73057 -0.2068
H 1.12129 4.86946 -0.79848 0.4640
H -5.50358 -3.86443 -2.98401 0.3349
C 0.19745 6.19884 2.01335 -0.8663
O 0.83072 -1.36243 3.88369 -0.2338
H -6.26283 1.79381 -3.56848 0.3462
H -4.56657 -5.15842 -5.44814 0.3184
H 2.82728 -3.34079 3.47676 -0.2210
N 0.42043 -6.36995 1.44800 -0.2956
H -0.83228 0.40047 -3.77331 0.5607
O -5.52457 0.58131 -1.35775 -0.5549
F 0.97443 -7.45258 3.39788 -0.2576
O 0.90606 0.99085 1.70193 -0.1688
H 4.40402 1.61492 2.65784 0.1712
S 1.39336 -5.22473 0.50191 0.9215
H 0.61895 4.12849 -4.54968 0.3674
H 5.25696 4.68534 -0.05764 0.3558
C -6.19593 2.64760 -2.89418 -0.7865

***

5.
16
Properties=species:S:1:pos:R:3:mulliken_charge:R:1 method="wB97M-V/def2-TZVPD" spin_multiplicity=1 e_above_lowest_kcal_mol=39.2 homo_ev=-8.564 smiles="CC(=S)CN1CC1" total_energy_ha=-648.7908
C 0.60570 -1.14156 1.24756 -0.4301
H 1.48354 0.96959 -0.02273 0.4505
H -2.06085 0.62937 -1.37609 0.2966
N -0.21309 -0.01972 0.84103 -0.2623
H 1.59204 -1.26588 0.76208 0.2328
H -0.28886 -0.04945 2.97307 0.2495
H 0.07681 -2.08210 1.42050 0.2461
H -0.05449 1.85714 -0.01356 0.3312
H -1.55007 -0.28293 -2.86005 0.3346
C 0.37901 0.85162 -0.15310 -0.5972
S 1.14695 0.54912 -2.75993 -0.2542
C 0.05280 0.42890 -1.55986 0.2293
C 0.40127 0.00964 2.14834 -0.3662
C -1.34091 -0.10466 -1.77224 -0.9510
H -1.47673 -1.02761 -1.18514 0.2511
H 1.24689 0.67854 2.31012 0.2395

***

6.
70
Properties=species:S:1:pos:R:3:mulliken_charge:R:1 method="wB97M-V/def2-TZVPD" spin_multiplicity=1 e_above_lowest_kcal_mol=6.9 total_charge=-1 homo_ev=-4.241 total_energy_ha=-3435.7296
S 0.32530 -1.55101 -0.28952 -0.7432
H 4.54223 -2.89007 -1.11366 0.4118
H 3.53916 -0.55546 3.72715 0.2604
H 2.76290 -2.90350 -1.14285 0.3807
H 2.69831 -0.45881 -1.27005 -0.2814
C -2.75450 -1.55881 -4.43683 -0.6287
C -3.65676 -2.52026 -2.43185 -0.7515
O 3.10581 1.01795 1.52044 -0.1523
C -3.71560 0.61028 0.79189 -0.1653
H 3.88108 -0.99299 -2.45387 0.4744
S -2.65900 -2.75064 1.86195 -0.6086
C 3.64150 -2.34573 -0.81081 -0.5803
H -4.31900 0.48306 -0.09936 0.4954
C 4.39562 -0.27784 3.10997 -0.9249
C -2.37232 -0.48195 -2.30412 0.4668
H 4.43891 -0.34775 -0.90242 0.1906
C -3.09796 -1.49492 -1.68163 -0.0230
H -1.60112 1.03978 3.98514 0.3369
H -3.19388 -1.52355 -0.60306 0.1803
C -3.56495 0.70036 3.18877 -0.4910
C 3.66539 -0.94969 -1.38567 -0.5996
C -4.32030 0.53258 2.03616 -0.8454
S 0.87997 -1.76258 3.25526 -0.8016
H -3.92901 -3.35442 -4.39142 0.3624
H 3.98228 1.83250 3.19485 0.3104
H -0.53397 1.18084 1.79010 -0.2833
H -4.20017 -3.30923 -1.92716 0.4325
C 4.02512 -3.60878 2.65983 -1.1172
H 2.88151 3.06095 1.63866 0.3443
H 2.86676 -4.18072 0.94343 0.0195
H -4.91449 5.05965 -0.76955 0.3649
C -3.49595 -2.54953 -3.81003 -0.3829
H 4.55778 -1.05037 2.36296 -0.0762
C -4.19617 4.90683 -2.78411 -0.3674
Mg 1.95969 -0.96312 1.34054 1.3664
O 3.63689 -2.27911 0.62635 -0.1898
C -2.20524 0.94207 3.09206 -0.4337
C -2.67787 3.08954 -3.19269 -0.5021
C 1.81286 2.28163 -0.06195 -0.5846
C 3.77865 -3.62292 1.17462 -0.1574
H 4.62658 -4.07901 0.65233 0.3823
H -4.03326 0.61622 4.16140 0.3378
C -2.75537 2.66788 -1.86257 0.3848
H 4.95521 -3.09762 2.91578 0.3551
H -2.60066 -1.58978 -5.50906 0.3603
S 0.46467 -5.01176 1.30197 -0.6805
H -3.30499 4.48892 -4.69326 0.3694
C -2.18882 -0.53748 -3.68389 -0.6505
H 3.92505 2.48399 0.33091 0.3759
C -3.38789 4.18849 -3.65545 -0.6279
H -2.05264 2.54716 -3.89533 0.1146
H 3.19158 -3.14837 3.19081 0.1370
H -5.37919 0.31713 2.10771 0.3814
C -2.34701 0.85255 0.67765 0.6827
H -4.74385 5.77312 -3.13456 0.3554
H 1.85413 1.43977 -0.75213 0.1210
C -3.56838 3.40678 -1.00459 -0.1331
H 1.79140 3.19935 -0.65122 0.4475
Sb -1.39417 1.06815 -1.21280 0.9363
H 4.09478 -4.64328 2.99839 0.4277
C 2.99004 2.28894 0.86930 -0.6093
H -1.59200 0.21592 -4.18832 0.2298
H 5.10286 1.36104 1.90958 0.3538
C -1.60553 1.02224 1.84231 -0.3613
C -4.28486 4.50922 -1.45901 -0.6582
C 4.20077 1.05748 2.45268 -0.2463
H -3.65315 3.12204 0.03798 0.3378
H 0.87682 2.21504 0.48767 -0.0602
Sb -0.42958 -2.93609 1.57684 0.7629
H 5.27799 -0.25226 3.75137 0.4676